Record 1
The following is a quantum chemistry calculation of C47H47CaNP2 as an isolated structure at a distorted geometry, from the OMol25 dataset.

Properties
HOMO-LUMO gap: 5.1 eV

```
! RIJCOSX wB97M-V def2-TZVPD def2/J DEFGRID3
* xyz 0 1
Ca 1.76418 -1.18875 3.51142
C -2.83639 0.47867 4.93512
C -3.05283 0.19839 3.63588
C -3.28811 1.14138 2.49695
C -2.00358 1.67608 1.79737
C -1.13142 2.59145 2.61123
C -1.34345 3.05777 3.85861
C -2.60311 3.02977 4.67780
C -2.75613 1.80992 5.59976
C 3.28179 0.49844 3.39095
H -2.84434 -0.36285 5.63229
H -3.09552 -0.85466 3.33770
H -3.92339 1.99807 2.75169
H -3.81453 0.56027 1.71997
H -1.38831 0.80627 1.49939
H -2.27937 2.16416 0.83819
H -0.17002 2.82027 2.12094
H -0.50861 3.57370 4.35051
H -3.49899 3.13591 4.05755
H -2.57438 3.92196 5.32695
H -1.92100 1.78127 6.31395
H -3.64930 1.99650 6.21767
H 3.92554 0.72165 4.25262
H 2.94002 1.47608 3.02665
H 3.97529 0.14827 2.60951
P 0.00945 -2.05460 -4.75896
P 1.91274 0.46121 -5.12471
C -0.66545 -0.48280 -5.37962
C 0.17477 0.55363 -5.63527
C -0.76811 -3.21278 -5.98673
C -1.91362 -2.91149 -6.74057
C -2.45244 -3.86738 -7.61030
C -1.82679 -5.10641 -7.76952
C -0.64288 -5.38479 -7.07426
C -0.10582 -4.44165 -6.19762
C -1.03240 -2.20838 -3.26089
C -0.74096 -1.32036 -2.20746
C -1.50160 -1.34957 -1.03955
C -2.56455 -2.25900 -0.92100
C -2.84375 -3.14877 -1.96679
C -2.06875 -3.13764 -3.13013
C 2.60425 1.16427 -6.71660
C 2.49658 0.37015 -7.87734
C 2.88130 0.88124 -9.11881
C 3.39121 2.18422 -9.21563
C 3.53559 2.96080 -8.06114
C 3.16428 2.44584 -6.81289
C 1.97856 1.92002 -4.02220
C 3.13841 2.04850 -3.23351
C 3.32843 3.18958 -2.45748
C 2.35635 4.20018 -2.44507
C 1.18255 4.04748 -3.18977
C 0.97820 2.89651 -3.95718
H -1.75037 -0.40946 -5.54031
H -0.12616 1.44502 -6.20760
H -2.39498 -1.93776 -6.65720
H -3.36526 -3.63305 -8.16037
H -2.25285 -5.84793 -8.44447
H -0.13931 -6.34197 -7.21428
H 0.82478 -4.65063 -5.66425
H 0.07129 -0.60034 -2.31738
H -1.27299 -0.66304 -0.21941
H -3.17230 -2.27274 -0.01159
H -3.67169 -3.85520 -1.87817
H -2.28144 -3.83460 -3.93980
H 2.09082 -0.64174 -7.80651
H 2.78569 0.26187 -10.01392
H 3.67555 2.58724 -10.19035
H 3.94191 3.97245 -8.12904
H 3.29756 3.06168 -5.92222
H 3.88274 1.25156 -3.24121
H 4.23579 3.29396 -1.86129
H 2.51569 5.10508 -1.85576
H 0.41517 4.82353 -3.17452
H 0.04556 2.76734 -4.50251
C 0.93451 2.71755 8.25335
C 1.15492 2.75526 6.86780
C 1.28498 1.58001 6.13889
C 1.15251 0.32381 6.76787
C 1.00096 0.29266 8.18604
C 0.87300 1.48174 8.90861
N 1.13228 -0.80005 5.94269
C 0.59121 -2.00023 6.40878
C 1.25085 -3.21426 6.07470
C 0.61875 -4.42503 6.36221
C -0.67326 -4.43428 6.91211
C -1.31401 -3.23607 7.26888
C -0.64058 -2.02815 7.11167
H 0.82335 3.64528 8.81721
H 1.23043 3.70982 6.35037
H 1.47253 1.59058 5.06280
H 0.94617 -0.65986 8.71783
H 0.72631 1.45801 9.99064
H 2.29163 -3.15422 5.71602
H 1.14345 -5.36432 6.16284
H -1.17587 -5.38622 7.08892
H -2.32199 -3.25398 7.69126
H -1.06690 -1.09731 7.49105
*
```

Here is what Löwdin gives for the atomic charges, in e: number 1, Ca, carries 1.38; number 2, C, carries -0.10; number 3, C, carries -0.11; number 4, C, carries -0.20; number 5, C, carries -0.20; number 6, C, carries -0.11; number 7, C, carries -0.10; number 8, C, carries -0.20; number 9, C, carries -0.19; number 10, C, carries -0.41; number 11, H, carries 0.09; number 12, H, carries 0.09; number 13, H, carries 0.10; number 14, H, carries 0.10; number 15, H, carries 0.08; number 16, H, carries 0.12; number 17, H, carries 0.10; number 18, H, carries 0.09; number 19, H, carries 0.09; number 20, H, carries 0.11; number 21, H, carries 0.11; number 22, H, carries 0.12; number 23, H, carries -0.04; number 24, H, carries -0.06; number 25, H, carries -0.08; number 26, P, carries 1.00; number 27, P, carries 0.99; number 28, C, carries -0.33; number 29, C, carries -0.36; number 30, C, carries -0.39; number 31, C, carries -0.10; number 32, C, carries -0.08; number 33, C, carries -0.09; number 34, C, carries -0.09; number 35, C, carries -0.11; number 36, C, carries -0.38; number 37, C, carries -0.11; number 38, C, carries -0.09; number 39, C, carries -0.09; number 40, C, carries -0.08; number 41, C, carries -0.09; number 42, C, carries -0.36; number 43, C, carries -0.11; number 44, C, carries -0.09; number 45, C, carries -0.10; number 46, C, carries -0.09; number 47, C, carries -0.09; number 48, C, carries -0.42; number 49, C, carries -0.12; number 50, C, carries -0.09; number 51, C, carries -0.09; number 52, C, carries -0.08; number 53, C, carries -0.09; number 54, H, carries 0.07; number 55, H, carries 0.08; number 56, H, carries 0.09; number 57, H, carries 0.10; number 58, H, carries 0.10; number 59, H, carries 0.10; number 60, H, carries 0.10; number 61, H, carries 0.10; number 62, H, carries 0.08; number 63, H, carries 0.10; number 64, H, carries 0.10; number 65, H, carries 0.10; number 66, H, carries 0.10; number 67, H, carries 0.10; number 68, H, carries 0.10; number 69, H, carries 0.10; number 70, H, carries 0.10; number 71, H, carries 0.10; number 72, H, carries 0.10; number 73, H, carries 0.10; number 74, H, carries 0.10; number 75, H, carries 0.09; number 76, C, carries -0.13; number 77, C, carries -0.12; number 78, C, carries -0.07; number 79, C, carries -0.31; number 80, C, carries -0.05; number 81, C, carries -0.11; number 82, N, carries -0.09; number 83, C, carries -0.36; number 84, C, carries -0.10; number 85, C, carries -0.12; number 86, C, carries -0.12; number 87, C, carries -0.09; number 88, C, carries -0.06; number 89, H, carries 0.09; number 90, H, carries 0.09; number 91, H, carries 0.07; number 92, H, carries 0.10; number 93, H, carries 0.10; number 94, H, carries 0.09; number 95, H, carries 0.10; number 96, H, carries 0.09; number 97, H, carries 0.10; number 98, H, carries 0.10

Record 2
The following is a quantum chemistry calculation of C47H47ClMoN8O3SSiTe as an isolated structure at a distorted geometry, from the OMol25 dataset.

Properties
HOMO-LUMO gap: 5.8 eV

```
! RIJCOSX wB97M-V def2-TZVPD def2/J DEFGRID3
* xyz 0 1
Mo 1.09791 0.94735 1.34270
C -4.82759 -3.01985 1.11410
C -3.73279 -1.99885 1.03570
C -4.02309 -0.63385 1.00520
C -3.01099 0.31085 1.05850
C -3.25569 1.74645 0.81980
O -2.44109 2.44205 0.23790
C -4.58459 2.26375 1.22360
C -5.20819 1.81665 2.38570
C -6.46669 2.28125 2.71860
C -7.11279 3.18965 1.89370
C -6.48769 3.65395 0.74640
C -5.22399 3.20085 0.41700
C -1.65669 -0.10325 1.17250
O -0.72999 0.73805 1.45100
C -1.34439 -1.48875 0.98710
C -2.41689 -2.39985 0.97100
C -0.00109 -1.92515 0.83220
N 1.05611 -1.12205 0.88900
C 2.32321 -1.78015 0.61420
C 2.65361 -1.61285 -0.85200
Te 4.60991 -2.37375 -1.37270
C 3.67031 -3.80045 -2.67890
C 3.14501 -4.97175 -2.15940
C 2.45611 -5.84695 -2.98010
C 2.28041 -5.55255 -4.32080
C 2.81271 -4.38715 -4.84420
C 3.51241 -3.51615 -4.02660
C 0.14921 -3.39895 0.63680
C -0.08309 -3.99905 -0.59590
C -0.03399 -5.37675 -0.71900
C 0.25981 -6.16475 0.37970
C 0.49771 -5.57145 1.60870
C 0.43071 -4.19775 1.74280
H -5.80699 -2.55275 1.05410
H -4.75929 -3.55835 2.05880
H -4.73479 -3.74815 0.31120
H -5.04639 -0.30215 0.92020
H -4.69569 1.11525 3.02740
H -6.94899 1.92725 3.61910
H -8.10399 3.53675 2.14870
H -6.99229 4.36575 0.10840
H -4.72349 3.54965 -0.47430
H -2.20429 -3.45535 0.90500
H 2.27631 -2.85105 0.84280
H 3.10071 -1.33385 1.23980
H 2.63951 -0.56185 -1.12000
H 1.92961 -2.14155 -1.46690
H 3.27611 -5.21285 -1.11380
H 2.07051 -6.76895 -2.57190
H 1.73691 -6.23865 -4.95400
H 2.69511 -4.16895 -5.89550
H 3.95061 -2.61675 -4.43740
H -0.31799 -3.38525 -1.45270
H -0.23709 -5.83355 -1.67510
H 0.28651 -7.23985 0.28380
H 0.72441 -6.18775 2.46520
H 0.58141 -3.72645 2.70290
C -1.28489 5.16735 1.36430
Si 0.23211 4.13575 1.91460
C -0.32569 3.28825 3.53080
C 1.73741 5.29605 2.21460
N 0.67651 2.90525 0.73790
C 0.47011 3.22535 -0.56840
C 0.56631 4.54635 -1.03830
C 0.24151 4.90185 -2.32860
C -0.21739 3.94305 -3.21380
C -0.25019 2.61845 -2.81130
C 0.14251 2.25475 -1.53570
O 0.19321 0.91095 -1.14680
C 0.16481 0.01085 -2.19640
C 1.17991 0.00255 -3.15190
C 1.13521 -0.90675 -4.19050
C 0.08011 -1.79975 -4.29040
C -0.93629 -1.77635 -3.35180
C -0.90159 -0.86945 -2.30490
H -1.85379 5.48485 2.23330
H -1.93579 4.55865 0.74580
H -1.02429 6.05495 0.79800
H -1.09149 3.88115 4.01980
H 0.49891 3.17375 4.22520
H -0.74109 2.30495 3.32470
H 2.00311 5.31525 3.26570
H 1.52151 6.31855 1.91910
H 2.61681 4.97115 1.66470
H 0.92291 5.29265 -0.35210
H 0.33171 5.93195 -2.63980
H -0.52439 4.20035 -4.21510
H -0.59139 1.85955 -3.50050
H 1.98761 0.71745 -3.07510
H 1.92201 -0.91255 -4.92800
H 0.04001 -2.50475 -5.10580
H -1.77639 -2.45015 -3.44160
H -1.69089 -0.82725 -1.56900
Cl -0.15519 -1.09635 3.77850
C 1.17441 0.00175 3.39270
H 2.08731 -0.59615 3.50530
H 1.16431 0.72565 4.21120
N 6.36061 0.85745 1.16590
N 5.11101 1.16175 0.72540
N 4.87871 2.03865 -0.22280
C 3.57441 1.98745 -0.36300
N 3.00871 1.10455 0.48630
N 4.01841 0.56435 1.17800
H 6.93191 1.69695 1.22530
H 6.30471 0.38495 2.06490
H 3.03011 2.60555 -1.04860
S 4.50981 2.90055 3.91830
C 3.21021 2.42645 3.15840
N 2.26131 2.05245 2.56120
*
```

Löwdin atomic charge list, values in e, 99 entries: number 1, Mo, carries 1.65; number 2, C, carries -0.05; number 3, C, carries -0.25; number 4, C, carries 0.03; number 5, C, carries -0.06; number 6, C, carries -0.28; number 7, O, carries 0.11; number 8, C, carries -0.15; number 9, C, carries -0.04; number 10, C, carries -0.07; number 11, C, carries -0.08; number 12, C, carries -0.07; number 13, C, carries -0.01; number 14, C, carries -0.29; number 15, O, carries -0.27; number 16, C, carries -0.15; number 17, C, carries 0.04; number 18, C, carries -0.22; number 19, N, carries -0.07; number 20, C, carries -0.32; number 21, C, carries -0.50; number 22, Te, carries 1.23; number 23, C, carries -0.54; number 24, C, carries -0.15; number 25, C, carries -0.10; number 26, C, carries -0.09; number 27, C, carries -0.09; number 28, C, carries -0.16; number 29, C, carries -0.21; number 30, C, carries -0.02; number 31, C, carries -0.08; number 32, C, carries -0.08; number 33, C, carries -0.06; number 34, C, carries -0.03; number 35, H, carries 0.08; number 36, H, carries 0.08; number 37, H, carries 0.08; number 38, H, carries 0.12; number 39, H, carries 0.12; number 40, H, carries 0.10; number 41, H, carries 0.10; number 42, H, carries 0.10; number 43, H, carries 0.12; number 44, H, carries 0.13; number 45, H, carries 0.11; number 46, H, carries 0.07; number 47, H, carries 0.00; number 48, H, carries 0.05; number 49, H, carries 0.09; number 50, H, carries 0.10; number 51, H, carries 0.10; number 52, H, carries 0.10; number 53, H, carries 0.09; number 54, H, carries 0.10; number 55, H, carries 0.10; number 56, H, carries 0.10; number 57, H, carries 0.11; number 58, H, carries 0.10; number 59, C, carries -0.16; number 60, Si, carries 0.49; number 61, C, carries -0.17; number 62, C, carries -0.17; number 63, N, carries -0.19; number 64, C, carries -0.34; number 65, C, carries -0.06; number 66, C, carries -0.08; number 67, C, carries -0.09; number 68, C, carries -0.02; number 69, C, carries -0.20; number 70, O, carries -0.04; number 71, C, carries -0.29; number 72, C, carries -0.04; number 73, C, carries -0.07; number 74, C, carries -0.08; number 75, C, carries -0.08; number 76, C, carries 0.00; number 77, H, carries 0.03; number 78, H, carries 0.01; number 79, H, carries 0.02; number 80, H, carries 0.02; number 81, H, carries 0.02; number 82, H, carries 0.00; number 83, H, carries 0.02; number 84, H, carries 0.02; number 85, H, carries 0.02; number 86, H, carries 0.09; number 87, H, carries 0.10; number 88, H, carries 0.10; number 89, H, carries 0.12; number 90, H, carries 0.13; number 91, H, carries 0.11; number 92, H, carries 0.10; number 93, H, carries 0.11; number 94, H, carries 0.12; number 95, Cl, carries 0.60; number 96, C, carries -0.65; number 97, H, carries 0.01; number 98, H, carries 0.00; number 99, N, carries 0.15

So what do the calculations give for relative energy (zero: lowest compared OMol25 entry of this formula, charge and spin)? Going down the list: 0.000; 2.388 eV.
So what do the calculations give for HOMO? Going down the list: -6.285; -6.589 eV.